Formula: C2H3N3O2
Source: OMol25
Level of theory: ωB97M-V with the def2-TZVPD basis set

Summary:
ΔE to the lowest compared entry with this formula, charge and spin: 833.6 kJ/mol
2S+1: 1
Charge: 0
Orbital gap: 8.855 eV
E_HOMO: -9.40 eV
Calculated total energy: -392.476032 Ha

Each line ends with the Mulliken charge.
Cartesian coordinates (Å):
C: 0.149 -0.183 -0.084  0.49
C: -0.434 1.076 0.069  0.21
H: 2.357 1.475 -0.270  0.36
H: 1.693 -1.441 0.599  0.29
H: -2.386 -1.741 0.032  0.44
N: 1.428 -0.428 0.530  -0.21
N: -0.706 -1.239 0.090  -0.34
N: -1.191 1.971 0.122  -0.39
O: 2.347 0.035 -0.422  -0.49
O: -1.930 -0.758 -0.262  -0.36

Cartesian forces, eV/Å:
-0.9 -6.0 4.2
-2.3 3.5 -0.9
0.1 -5.6 -0.4
-0.9 1.1 -0.1
0.6 4.5 -1.6
-0.1 0.0 -1.1
3.4 4.6 -2.2
2.1 -1.8 0.0
1.2 6.0 0.1
-3.2 -6.2 2.0